1.
Here is 2 unconnected molecules or ions with the total composition C4H10N2 from the Open Molecules 2025 dataset. Energies are from ωB97M-V with the def2-TZVPD basis set.

Geometry as XYZ:
```
16
C4H10N2, DFT ωB97M-V with the def2-TZVPD basis set
N 0.95733 0.42737 0.45660
H -2.84233 1.50500 1.03831
H 1.62640 -2.18443 0.41443
C -0.03000 0.47492 -0.67427
H 2.70333 -0.27756 -0.39129
C -3.07882 0.56262 0.49651
H -2.59433 0.69767 -0.46206
H 2.76560 1.54869 -0.43499
C 2.39897 0.64819 0.15498
C 0.84428 -1.86857 -0.18478
H 0.37325 0.74612 -1.73369
H -4.10663 0.53508 0.36012
H 2.91097 0.75584 1.10321
N 0.48176 -0.67372 -0.19576
H 0.42056 -2.50963 -0.96839
H -2.83036 -0.38761 1.02106
```

The net charge is 0. For the HOMO energy (alpha / beta), the calculation gives -7.4 / -7.4 eV. For the LUMO energy (alpha / beta), the calculation gives 0.639 / 0.639 eV.

---

2.
Here is a single C4H10N2 molecule from the Open Molecules 2025 dataset. Energies are from ωB97M-V with the def2-TZVPD basis set.

Geometry as XYZ:
```
16
C4H10N2, DFT ωB97M-V with the def2-TZVPD basis set
C -1.88437 -0.99612 -0.10152
H -0.39322 2.13918 0.66330
C 1.47785 0.28752 -0.03626
H -0.62908 2.02366 -1.14285
H 3.09376 -0.99787 -0.13241
H -2.28494 -1.26449 0.95561
H 1.65295 -1.80419 0.27181
H -2.33816 -0.02253 -0.40711
N 0.15150 0.18580 -0.15439
H 2.36815 -0.56971 1.34480
H 2.00185 1.17814 -0.47472
H -2.30887 -1.74119 -0.84011
C -0.76184 1.53556 -0.14815
H -1.83626 1.39582 0.00772
C 2.19950 -0.89981 0.35593
N -0.44814 -0.96681 -0.04095
```

The net charge is 0. For the HOMO energy, the calculation gives -6.7 eV. For the LUMO energy, the calculation gives 0.960 eV.

---

3.
Here is a single C4H10N2 molecule from the Open Molecules 2025 dataset. Energies are from ωB97M-V with the def2-TZVPD basis set.

Geometry as XYZ:
```
16
C4H10N2, DFT ωB97M-V with the def2-TZVPD basis set
H 2.52783 0.94851 -1.20296
H -1.82583 0.12259 1.54941
H -0.07153 -1.97712 -1.10298
H -2.02966 -0.85560 0.13834
C 0.04069 -0.30843 0.92713
H 0.03341 -1.30156 1.41844
N 0.64718 -1.26619 -1.23113
N -1.65297 1.12635 -0.42439
H 0.38629 0.24190 1.86408
C 1.03600 -0.26506 -0.21208
H -1.03442 1.82904 -0.07069
H 1.00452 -1.17631 -2.17279
H 2.85520 0.81462 0.61060
C -1.40870 -0.02147 0.56403
C 2.12917 0.59134 -0.28880
H -2.63719 1.49738 -0.36620
```

The net charge is 0. For the HOMO energy, the calculation gives -7.7 eV. As for the SMILES: C=C(N)CCN. For the LUMO energy, the calculation gives 0.980 eV.

---

It comes down to 3, which is 42.3 kcal/mol more stable than the next structure.

---

1.
Here is 2 unconnected molecules or ions with the total composition C4H10NP from the Open Molecules 2025 dataset. Energies are from ωB97M-V with the def2-TZVPD basis set.

Geometry as XYZ:
```
16
C4H10NP, DFT ωB97M-V with the def2-TZVPD basis set
H -2.62078 0.56164 1.61717
P -1.62223 -1.29047 0.25442
H 1.58725 -1.42653 -0.04084
H 3.00691 1.03962 -0.68270
H 3.00444 -1.41370 -1.03163
C 1.28267 1.22639 0.35879
N -1.96809 0.23769 -0.28050
H -3.99803 -0.22383 0.73959
H 1.57255 2.24495 0.59683
C 1.99072 -0.87825 -0.79842
C -2.91636 -0.07385 0.81519
C 2.11034 0.53348 -0.40837
H -0.70159 -0.64680 1.16270
H 0.22500 0.92076 0.52526
H 1.45147 -1.11229 -1.69494
H -2.40427 0.30120 -1.13255
```

The net charge is 0. For the HOMO energy, the calculation gives -9.2 eV. As for the SMILES: C1NP1.C=CC. For the LUMO energy, the calculation gives 1.062 eV.

---

2.
Here is 2 unconnected molecules or ions with the total composition C4H10NP from the Open Molecules 2025 dataset. Energies are from ωB97M-V with the def2-TZVPD basis set.

Geometry as XYZ:
```
16
C4H10NP, DFT ωB97M-V with the def2-TZVPD basis set
H -0.62319 0.70161 3.41304
H -2.22384 0.10287 0.92899
C -0.26282 1.21555 2.51917
N 1.09200 -0.81195 -1.48583
H 0.79232 0.06040 -3.42012
H -0.38703 -1.16260 -2.88199
C 0.66274 -0.86962 -2.84771
H -1.23669 -1.28478 0.28497
H 2.00611 -0.36385 -1.42786
C -1.24739 -0.26035 0.63019
H 0.73980 -0.49809 1.56433
C -0.04776 0.22919 1.39412
P -0.18118 0.89526 -0.31476
H 0.66800 1.73076 2.76452
H -1.00276 1.96421 2.23060
H 1.25170 -1.64861 -3.35167
```

The net charge is 0. For the HOMO energy, the calculation gives -8.3 eV. For the LUMO energy, the calculation gives 0.148 eV.

---

3.
Here is 2 unconnected molecules or ions with the total composition C4H10NP from the Open Molecules 2025 dataset. Energies are from ωB97M-V with the def2-TZVPD basis set.

Geometry as XYZ:
```
16
C4H10NP, DFT ωB97M-V with the def2-TZVPD basis set
H -0.07722 1.95410 1.31472
H -1.76475 -1.41649 0.17900
N 1.62811 3.01067 -0.88269
H 1.54010 3.98412 -0.67538
H 1.82461 -0.11684 0.54619
H 0.80628 -1.56356 0.37166
C -0.80733 1.23280 0.96025
H -0.15676 0.72669 -1.81769
C -1.61832 -0.84291 -0.73563
H 1.64538 -0.87443 -1.05493
C 1.14329 -0.64778 -0.11586
P -0.30414 0.39649 -0.43520
H -1.33435 -1.50271 -1.55644
H -2.55012 -0.33930 -0.98642
H -1.79722 1.66567 0.83149
C 1.65736 1.86682 -1.06916
```

The net charge is 0. For the HOMO energy, the calculation gives -7.4 eV. For the LUMO energy, the calculation gives 0.946 eV.

---

It comes down to 2, which is 9.3 kcal/mol more stable than the next structure.

---

1.
Here is 5 unconnected molecules or ions with the total composition C6H21NO5 from the Open Molecules 2025 dataset. Energies are from ωB97M-V with the def2-TZVPD basis set.

Geometry as XYZ:
```
33
C6H21NO5, DFT ωB97M-V with the def2-TZVPD basis set
H -0.57070 2.34610 -1.20702
H 2.68541 0.17939 -1.74410
H -2.45215 0.28299 1.12247
O 1.11279 -2.60289 3.31931
N 0.18135 1.25114 0.34960
H 0.74367 -2.97630 0.16039
H -0.27067 1.69448 2.26772
H 0.44733 0.97069 -1.70944
H 0.96339 2.69584 1.32854
H 2.13716 2.39893 -1.99474
O -3.27916 0.07566 0.88094
H -0.42916 -2.66894 1.30239
C 0.18803 -0.10235 0.74681
C 1.58263 2.62753 -1.09648
H 1.20871 3.72146 -1.17446
C 0.25786 1.74375 -0.95965
H -3.30837 -0.95813 1.10249
H 2.36868 2.64815 -0.25875
C -0.20900 -2.54312 0.31219
H 2.24104 -0.87539 -0.93546
H -1.39534 -0.73518 -0.46145
H 0.82035 -1.75643 2.98726
H -2.20163 -0.96158 -3.30451
H -0.99705 -3.15742 -0.32666
H -0.63196 3.10045 0.96526
O 2.11098 -0.64852 -1.82078
O 0.62402 -0.34746 1.84482
C -0.28232 -1.09607 -0.22908
H 0.08227 -1.13170 -1.35597
H -3.31697 -1.61557 -2.32641
C -0.02140 2.25243 1.35820
H 2.03225 -2.59908 3.23098
O -2.42205 -1.21290 -2.37441
```

The net charge is 0. For the HOMO energy, the calculation gives -8.9 eV. As for the SMILES: CCC(=O)N(C)CC.O.O.O.O. For the LUMO energy, the calculation gives 0.362 eV.

---

2.
Here is 5 unconnected molecules or ions with the total composition C6H21NO5 from the Open Molecules 2025 dataset. Energies are from ωB97M-V with the def2-TZVPD basis set.

Geometry as XYZ:
```
33
C6H21NO5, DFT ωB97M-V with the def2-TZVPD basis set
H -0.33121 0.16139 -1.51958
H 0.95255 2.68159 0.75655
H 2.56992 -2.08177 0.03754
H -2.47815 -1.09966 -0.12953
C 1.74192 -0.60550 -1.95373
C 0.71334 1.72286 0.28877
C 2.08512 -1.16788 0.40049
H -0.03664 -0.80012 0.55749
H 0.32749 1.09983 1.09179
H 0.35206 -2.51107 0.55368
H -0.05366 1.87065 -0.46082
H 2.33322 -0.04470 -2.68834
N 2.22366 -0.18878 -0.64789
C 2.02220 1.21430 -0.34856
H 2.16981 1.76995 -1.28064
O -2.48163 -1.04607 2.00519
H -0.86790 0.14198 3.10536
H -3.30300 -1.51323 -1.33131
H -1.81586 2.53009 -2.44183
H 2.85544 1.54273 0.27861
H -2.25224 1.34014 -1.54860
H 1.98982 -1.65309 -2.09254
H 2.72790 -0.87010 1.22455
H -1.29169 1.65049 3.24733
H -3.12026 -1.74145 1.80006
H 0.67263 -1.58431 2.01506
C 0.67380 -1.53374 0.92438
O -0.09547 -0.31778 -3.43812
O -2.19018 2.30051 -1.58575
O -2.44883 -1.12076 -1.10354
C 0.31451 -0.24298 -2.30918
H -2.80153 -0.73123 2.87104
O -1.15715 0.82772 3.72206
```

The net charge is 0. For the HOMO energy, the calculation gives -8.2 eV. As for the SMILES: CCN(CC)CC=O.O.O.O.O. For the LUMO energy, the calculation gives 0.135 eV.

---

It comes down to 2, which is 27.3 kcal/mol more stable than the next structure.

---

1.
Here is 3 unconnected molecules or ions with the total composition CH3F2OPS from the Open Molecules 2025 dataset. Energies are from ωB97M-V with the def2-TZVPD basis set.

Geometry as XYZ:
```
9
CH3F2OPS, DFT ωB97M-V with the def2-TZVPD basis set
H -1.81195 1.19719 -0.13953
F -2.23576 -1.10720 0.15233
P 2.18094 -0.33567 -0.23754
H -0.86535 0.57618 -1.54564
C -0.81827 0.96786 -0.54149
H -1.49860 -1.49416 0.45229
O 0.13206 1.16724 0.16255
S 3.57280 0.45036 0.83926
F 1.34414 -1.42179 0.85776
```

The net charge is 0. For the HOMO energy, the calculation gives -9.7 eV. As for the SMILES: FP=S.C=O.F. For the LUMO energy, the calculation gives -0.883 eV.

---

2.
Here is a single CH3F2OPS molecule from the Open Molecules 2025 dataset. Energies are from ωB97M-V with the def2-TZVPD basis set.

Geometry as XYZ:
```
9
CH3F2OPS, DFT ωB97M-V with the def2-TZVPD basis set
H 0.67953 -0.30847 0.60594
F -3.50248 1.63081 0.66380
P -3.03454 0.20874 0.08921
H -0.40224 -0.75856 -0.56903
S -4.34848 -1.18784 -0.00557
F -2.36564 0.72836 -1.26044
C -0.31967 0.04855 0.06806
O -1.28736 0.04683 1.02985
H -0.07286 0.83857 -0.59061
```

The net charge is 0. For the HOMO energy, the calculation gives -10.5 eV. As for the SMILES: COP(F)(F)=S. For the LUMO energy, the calculation gives -0.356 eV.

---

It comes down to 2, which is 25.4 kcal/mol more stable than the next structure.

---

1.
Here is 2 unconnected molecules or ions with the total composition C2H5N3O2 from the Open Molecules 2025 dataset. Energies are from ωB97M-V with the def2-TZVPD basis set.

Geometry as XYZ:
```
12
C2H5N3O2, DFT ωB97M-V with the def2-TZVPD basis set
O -0.08996 0.44001 -2.79609
C 0.49731 0.35899 -0.44672
C -0.87283 -0.28863 1.49228
H 0.92893 -0.57388 2.66137
H -1.45034 -0.04312 -0.55282
N 1.03216 0.77667 -2.94229
H -0.41708 -1.08440 3.25041
O 1.48138 0.59976 -0.93723
H -1.92279 -0.50819 1.65352
N -0.60663 0.09968 0.09417
H 1.50941 0.89808 -3.88962
N -0.08955 -0.67497 2.41302
```

The net charge is +2. For the HOMO energy (alpha / beta), the calculation gives -18.1 / -18.1 eV. For the LUMO energy (alpha / beta), the calculation gives -10.667 / -10.667 eV.

---

2.
Here is a molecular structure, C2H5N3O2 from the Open Molecules 2025 dataset. Energies are from ωB97M-V with the def2-TZVPD basis set.

Geometry as XYZ:
```
12
C2H5N3O2, DFT ωB97M-V with the def2-TZVPD basis set
N 0.07543 1.58294 -2.80451
H 0.33806 0.10843 2.51227
O -0.54612 1.62912 -1.70869
H 0.45786 -2.21178 2.46219
H 0.13725 2.59262 -3.14079
O -0.27480 -0.83855 -1.52151
H 0.13283 -2.38078 0.78497
N -0.00545 0.39459 0.43225
H -0.27632 1.29876 0.67925
N 0.16100 -1.71057 1.54733
C -0.29785 -0.00825 -0.75809
C 0.09810 -0.45654 1.51532
```

The net charge is +2. For the HOMO energy, the calculation gives -20.4 eV. For the LUMO energy, the calculation gives -10.881 eV.

---

It comes down to 2, which is 26.6 kcal/mol more stable than the next structure.

---

1.
Here is a molecular structure, C2H4O3P from the Open Molecules 2025 dataset. Energies are from ωB97M-V with the def2-TZVPD basis set.

Geometry as XYZ:
```
10
C2H4O3P, DFT ωB97M-V with the def2-TZVPD basis set
H 2.07613 0.25564 0.64644
H 0.91120 1.25458 -0.19250
C 0.93071 0.36161 0.59052
O -2.11220 0.48248 1.07963
H 0.40231 0.62779 1.50316
C 0.15278 -0.78065 -0.01299
O -2.29564 -0.12068 -1.34916
O 0.58298 -1.82704 -0.42095
H -2.38804 -2.03655 0.61714
P -1.81732 -0.45272 0.00762
```

The net charge is -1. For the HOMO energy, the calculation gives -4.3 eV. For the LUMO energy, the calculation gives 4.041 eV.

---

2.
Here is 2 unconnected molecules or ions with the total composition C2H4O3P from the Open Molecules 2025 dataset. Energies are from ωB97M-V with the def2-TZVPD basis set.

Geometry as XYZ:
```
10
C2H4O3P, DFT ωB97M-V with the def2-TZVPD basis set
O -0.10935 -1.66811 -0.62053
H 1.41797 1.49603 0.29658
H 1.89379 -1.12576 0.50037
P 0.65935 -0.67978 0.16390
C -1.76723 0.15641 -0.03022
H 0.44208 1.44416 -1.24127
H 0.17977 -0.88525 1.59632
O -2.08521 0.15217 -1.16059
O -1.87688 0.26009 1.11172
C 1.24570 0.85006 -0.61628
```

The net charge is -1. For the HOMO energy, the calculation gives -3.1 eV. For the LUMO energy, the calculation gives 3.828 eV.

---

It comes down to 1, which is 48.5 kcal/mol more stable than the next structure.